No. 1
{"formula": "C28H52HgN4O8Ti", "method": "ωB97M-V with the def2-TZVPD basis set", "e_lumo_ev": [1.5464, 1.5363], "total_energy_ha": -2921.57124, "s_squared": 3.759, "spin_multiplicity": 4, "orbital_gap_ev": [1.9, 4.1], "charge": -1, "symbols": ["Ti", "Hg", "O", "C", "C", "O", "H", "H", "H", "H", "O", "C", "C", "O", "H", "H", "H", "H", "N", "C", "C", "C", "C", "H", "H", "H", "H", "H", "N", "C", "C", "C", "C", "H", "H", "H", "H", "H", "N", "C", "C", "C", "C", "H", "H", "H", "H", "H", "N", "C", "C", "C", "C", "H", "H", "H", "H", "H", "C", "C", "O", "H", "H", "H", "H", "H", "H", "C", "C", "O", "H", "H", "H", "H", "H", "H", "C", "C", "O", "H", "H", "H", "H", "H", "H", "C", "C", "O", "H", "H", "H", "H", "H", "H"], "positions_angstrom": [[-0.914, 0.473, 0.744], [-2.365, 2.089, -2.164], [-2.129, 4.620, -2.391], [-0.899, 4.857, -1.697], [-0.519, 3.985, -0.411], [-0.709, 2.584, -0.459], [-0.733, 5.921, -1.526], [-0.140, 4.841, -2.480], [-1.180, 4.383, 0.359], [0.465, 4.265, -0.037], [-4.480, 2.920, -1.264], [-4.554, 2.103, -0.120], [-4.124, 0.561, -0.144], [-3.014, 0.141, -0.897], [-5.516, 2.161, 0.391], [-3.812, 2.558, 0.537], [-4.930, -0.006, -0.611], [-4.086, 0.086, 0.837], [-4.173, -2.232, -2.347], [-5.025, -2.234, -3.364], [-4.693, -3.399, -4.093], [-3.675, -4.103, -3.432], [-3.280, -3.269, -2.449], [-4.159, -1.517, -1.634], [-5.699, -1.423, -3.598], [-5.206, -3.644, -5.012], [-3.108, -4.977, -3.714], [-2.499, -3.501, -1.740], [3.329, -3.650, 3.714], [3.582, -4.410, 4.828], [2.349, -4.884, 5.297], [1.391, -4.412, 4.426], [1.949, -3.429, 3.683], [3.980, -3.077, 3.197], [4.589, -4.668, 5.123], [2.227, -5.669, 6.029], [0.363, -4.743, 4.415], [1.444, -2.677, 3.094], [-0.844, 2.411, 2.978], [-2.079, 1.888, 3.118], [-1.902, 0.526, 3.335], [-0.537, 0.361, 3.349], [0.124, 1.567, 3.273], [-0.686, 3.390, 2.788], [-2.979, 2.468, 2.971], [-2.675, -0.195, 3.559], [0.087, -0.508, 3.494], [1.161, 1.839, 3.148], [3.393, 2.602, -2.854], [2.671, 1.489, -2.431], [2.736, 0.623, -3.501], [3.445, 1.179, -4.566], [3.810, 2.434, -4.153], [3.544, 3.461, -2.346], [2.160, 1.536, -1.481], [2.365, -0.391, -3.527], [3.647, 0.634, -5.476], [4.434, 3.169, -4.640], [-1.221, -3.471, 2.233], [-2.273, -2.815, 1.333], [-1.556, -1.716, 0.784], [-0.349, -3.822, 1.682], [-1.617, -4.272, 2.858], [-0.818, -2.779, 2.973], [-3.222, -2.560, 1.805], [-2.635, -3.396, 0.485], [-2.155, -1.181, 0.259], [3.364, -0.485, 1.988], [2.408, -0.869, 0.871], [1.331, 0.034, 0.778], [4.071, 0.340, 1.903], [3.893, -1.371, 2.340], [2.806, -0.191, 2.877], [2.008, -1.832, 1.189], [2.745, -1.004, -0.156], [1.693, 0.922, 0.838], [4.532, 3.359, 0.577], [3.254, 3.293, 1.410], [2.372, 2.495, 0.835], [5.060, 2.465, 0.243], [5.409, 3.883, 0.957], [4.271, 3.858, -0.356], [2.895, 4.319, 1.494], [3.574, 2.986, 2.406], [1.718, 3.035, 0.386], [-0.324, -1.225, -4.422], [-0.554, -0.671, -2.985], [-0.635, 0.742, -3.062], [-1.178, -0.898, -5.016], [-0.308, -2.312, -4.347], [0.555, -0.814, -4.919], [0.225, -1.041, -2.320], [-1.488, -1.146, -2.684], [0.228, 1.032, -3.368]], "atomic_forces_ev_per_a": [[-0.540, 2.055, -1.635], [-1.711, 2.334, -0.774], [1.988, -0.310, 2.062], [-1.236, -0.858, -2.169], [-1.790, -0.035, -0.370], [1.083, -0.878, 1.108], [-0.530, 0.704, 1.458], [1.231, -1.217, -0.283], [-0.449, 0.245, 0.450], [1.115, 0.300, -0.161], [-0.448, -2.449, 0.933], [1.610, 0.753, -1.256], [-1.287, -0.180, -1.446], [2.216, -0.509, 2.138], [-0.553, -0.264, 0.191], [0.533, 0.157, 1.258], [-1.101, 0.115, -0.133], [0.009, 0.489, 1.082], [1.363, 0.561, 1.428], [0.317, -2.073, -1.889], [-2.050, 0.847, -0.698], [0.455, 0.432, -1.270], [-0.140, -0.111, 2.079], [0.613, 0.399, -0.057], [0.039, -0.148, 0.234], [0.085, -0.257, 0.003], [-0.328, -0.046, -0.194], [-0.104, 0.557, 0.249], [-0.977, 1.731, 1.135], [-0.522, -0.953, 0.055], [2.686, -1.254, -0.167], [-2.041, 0.787, 0.850], [0.657, -0.728, -2.036], [0.019, -0.177, 0.494], [-0.111, 0.062, -0.035], [0.060, 0.165, 0.065], [-0.124, 0.510, 0.195], [0.417, -0.272, -0.419], [-1.253, 3.778, 0.614], [-0.630, -0.507, -0.570], [-1.439, 0.730, -0.176], [3.342, -2.046, 1.122], [0.393, -1.156, -1.372], [-0.172, -0.003, -0.189], [0.154, 0.004, -0.072], [0.098, 0.022, -0.259], [-0.551, -0.488, 0.189], [-0.109, -0.177, 0.160], [-0.291, -0.044, -0.329], [0.909, 1.078, -0.898], [-0.772, -1.365, 1.066], [0.161, 0.345, 0.020], [0.635, -0.006, 0.150], [-0.329, -0.298, -0.069], [-0.001, -0.376, -0.195], [-0.255, 0.086, 0.182], [0.093, 0.441, -0.079], [-0.184, 0.061, 0.074], [-0.564, -0.363, 0.416], [0.825, -0.339, -0.034], [0.574, 0.461, 0.569], [-0.252, -0.149, -0.244], [-0.127, -0.305, -0.326], [-0.256, 0.488, -0.136], [0.273, 0.590, 0.649], [0.475, -0.628, 0.038], [-1.629, 0.385, -1.776], [0.338, 0.033, 0.708], [-0.260, -0.539, 0.136], [-1.321, -0.160, 0.097], [0.072, -0.111, -0.821], [0.347, 0.116, -0.344], [-0.561, -0.101, -0.020], [-0.313, -0.045, -0.237], [0.921, 0.021, 0.226], [0.363, 0.862, -0.129], [0.998, 0.570, -1.222], [4.119, 2.135, 1.355], [-2.595, -2.164, -1.079], [-0.889, -0.860, 0.278], [-0.470, 0.674, 0.672], [0.088, 0.170, -0.122], [-0.169, 0.096, 0.173], [-0.525, -0.374, 0.373], [-0.878, -0.031, -0.482], [-0.442, 0.291, 0.828], [0.153, -0.797, -1.993], [0.662, -1.413, 0.231], [-0.077, -0.205, -0.027], [0.160, -0.124, -0.387], [0.231, -0.186, 0.186], [0.297, 0.182, 0.311], [-0.219, 0.762, 0.415], [0.399, 0.500, -0.127]]}

No. 2
{"formula": "C29H42AsN6PbS", "method": "ωB97M-V with the def2-TZVPD basis set", "e_lumo_ev": -10.5417, "total_energy_ha": -4284.62284, "orbital_gap_ev": 6.5, "charge": 3, "symbols": ["Pb", "C", "C", "N", "N", "C", "N", "S", "C", "C", "C", "C", "C", "N", "H", "H", "H", "H", "H", "H", "H", "H", "H", "C", "C", "C", "C", "C", "C", "C", "N", "C", "C", "C", "C", "C", "C", "C", "N", "C", "C", "C", "C", "H", "H", "H", "H", "H", "H", "H", "H", "H", "H", "H", "H", "H", "H", "H", "H", "H", "H", "H", "H", "H", "H", "H", "H", "C", "As", "C", "C", "H", "H", "H", "H", "H", "H", "H", "H", "H"], "positions_angstrom": [[-2.341, -22.943, 0.913], [-0.752, -27.053, 2.223], [-0.990, -25.749, 1.474], [-2.086, -25.116, 1.725], [-2.983, -25.573, 2.605], [-4.204, -25.288, 2.197], [-5.260, -25.903, 2.805], [-4.630, -23.922, 1.004], [-0.272, -25.272, 0.239], [1.017, -25.710, -0.140], [1.544, -25.240, -1.305], [0.874, -24.337, -2.060], [-0.249, -23.772, -1.505], [-0.775, -24.129, -0.315], [-0.793, -26.879, 3.315], [0.233, -27.525, 1.987], [-1.478, -27.800, 1.819], [-4.990, -26.744, 3.284], [-6.174, -25.499, 2.941], [1.608, -26.362, 0.442], [2.487, -25.618, -1.657], [1.230, -23.988, -3.002], [-0.676, -22.943, -2.065], [-4.889, -19.761, -5.425], [-4.809, -19.072, -4.047], [-4.103, -17.735, -4.248], [-6.230, -18.746, -3.635], [-4.184, -20.076, -3.087], [-4.797, -21.289, -2.779], [-4.182, -22.124, -1.851], [-3.061, -21.789, -1.184], [-2.433, -20.677, -1.534], [-2.924, -19.860, -2.473], [-1.149, -20.445, -0.845], [-0.223, -19.529, -1.353], [1.052, -19.497, -0.775], [1.288, -20.272, 0.379], [0.277, -21.058, 0.768], [-0.886, -21.183, 0.184], [2.160, -18.734, -1.459], [1.700, -17.543, -2.303], [2.736, -19.808, -2.445], [3.282, -18.268, -0.439], [-5.245, -19.016, -6.131], [-5.485, -20.698, -5.372], [-3.933, -20.108, -5.727], [-4.655, -17.166, -4.960], [-3.087, -17.843, -4.677], [-3.995, -17.249, -3.267], [-6.684, -18.104, -4.411], [-6.303, -18.239, -2.625], [-6.840, -19.673, -3.682], [-5.736, -21.635, -3.135], [-4.753, -23.027, -1.575], [-2.498, -18.901, -2.763], [-0.444, -18.839, -2.168], [2.274, -20.245, 0.894], [0.389, -21.628, 1.759], [1.119, -17.828, -3.168], [2.610, -17.025, -2.588], [1.117, -16.832, -1.697], [1.973, -20.145, -3.140], [3.194, -20.636, -1.809], [3.528, -19.357, -3.020], [3.062, -17.357, 0.114], [4.154, -18.006, -1.026], [3.594, -19.042, 0.274], [-0.890, -23.027, 4.666], [-2.000, -21.876, 3.510], [-1.526, -20.077, 3.775], [-3.760, -21.873, 4.359], [-1.004, -22.662, 5.701], [0.191, -22.984, 4.332], [-1.211, -24.080, 4.669], [-0.531, -19.991, 4.267], [-2.290, -19.748, 4.502], [-1.608, -19.397, 2.933], [-3.604, -21.965, 5.387], [-4.362, -22.709, 4.035], [-4.246, -20.924, 4.081]], "atomic_forces_ev_per_a": [[-0.189, 0.439, -0.721], [1.215, -0.379, -1.084], [-0.874, -0.995, 0.154], [1.949, 0.449, -0.812], [-1.397, -0.347, -0.397], [-1.270, 1.076, 1.174], [1.748, 0.774, -1.033], [-0.187, -1.084, 0.794], [1.569, 1.407, 1.731], [-2.075, 0.249, 0.447], [1.253, -0.726, -0.561], [-0.761, 0.514, 0.039], [-0.509, 1.059, 0.029], [0.481, -1.332, -1.408], [-0.392, -0.316, -0.662], [-0.604, 0.671, 0.177], [0.165, 0.598, 0.807], [-0.291, -0.207, 0.439], [0.067, -0.057, -0.326], [0.068, -0.971, 0.658], [0.332, -0.068, 0.070], [0.163, 0.123, -0.492], [-0.358, -0.016, 0.497], [-0.539, -0.712, 0.728], [-0.072, -0.253, -0.678], [1.743, -0.981, 1.103], [-1.175, -0.177, 0.601], [0.441, 0.211, 0.040], [1.014, -0.171, 0.780], [-0.858, 0.123, 0.430], [-1.025, -1.693, 0.271], [0.799, -0.590, 0.944], [-1.809, 2.216, -2.038], [-0.282, 1.787, -2.326], [0.328, -0.179, 0.683], [0.058, 0.658, -0.293], [1.421, 0.994, -0.918], [0.737, -1.892, 4.012], [-0.714, -1.162, 1.030], [0.752, -0.084, 0.489], [-0.010, 0.307, 1.207], [0.741, -0.378, 1.749], [-0.359, -0.384, -0.804], [-0.309, -0.356, -0.253], [-0.152, 0.875, -0.274], [1.137, -0.033, -0.455], [-0.498, 0.662, -0.185], [-0.335, -0.061, 0.173], [-0.191, 0.395, -0.440], [0.263, -0.047, 0.494], [-0.009, -0.615, -1.125], [0.151, 0.542, 0.480], [-0.569, 0.098, -0.559], [0.834, 0.347, 0.008], [0.449, -0.386, 0.359], [-0.065, -0.533, 0.199], [-1.165, -0.126, -0.364], [-0.069, 0.533, -1.491], [0.019, -0.033, -0.366], [-0.063, 0.132, -0.435], [0.084, -0.155, -0.180], [-0.098, -0.313, 0.069], [-0.662, 0.698, -1.134], [0.362, 0.154, -0.202], [-0.531, -0.076, 0.036], [0.263, -0.113, -0.155], [-0.041, 0.204, -0.322], [0.944, 0.035, -0.317], [-0.543, -1.591, 0.390], [0.610, 1.275, 1.150], [-0.144, 0.256, -2.168], [0.171, 0.085, -0.457], [-1.247, 0.071, 0.492], [-0.131, 0.435, -0.313], [-0.609, -0.043, -0.514], [0.466, -0.001, -0.185], [0.152, -0.255, -0.267], [0.300, 0.099, 1.735], [-0.190, -0.205, -0.190], [0.123, -0.451, 0.239]]}